Entry 1:
116
Properties=species:S:1:pos:R:3:forces:R:3 method="wB97M-V/def2-TZVPD" charge=0 orbital_gap_ev=7.984 max_force_ev_per_a=4.928 e_tot_ev=-90952.722 smiles="OB(O)c1c(P(O)(O)=S)ccc2c1Sc1ccccc1N2.CC(C)O.CC(C)O.CC(C)O.CC(C)O.CC(C)O.CC(C)O.CC(C)O" relative_energy_kcal_mol=209.1
S 4.7691 1.9306 -2.6737 -0.84 -0.22 -0.57
S -1.5601 0.4318 -1.6984 -0.30 1.01 -1.52
P 3.5874 2.5544 -4.0760 1.41 0.75 -0.60
O 1.8989 -0.1046 -1.0232 -1.05 -0.52 -2.91
O -0.1245 1.7485 4.6745 0.00 0.39 -0.04
O 0.4086 -1.0230 -10.5611 -0.05 0.22 0.25
O 3.7721 1.7215 -5.5693 -1.93 2.42 2.10
O 0.2621 -2.2135 3.4666 -0.10 0.17 0.10
O 2.5119 4.2972 0.2804 0.03 0.36 -0.10
O 2.9981 -0.2801 8.7003 -0.16 -0.26 0.11
O 4.0631 4.1848 -4.4251 -1.45 -2.25 1.02
O 2.0665 -0.8644 -3.3887 -2.15 1.97 1.32
O -3.1958 -0.9255 8.4775 0.07 0.23 -0.05
O -2.6251 2.0767 -6.8783 -0.03 0.22 -0.13
N -2.7999 3.2165 -2.6830 0.50 -2.15 -0.33
C 1.3229 -3.2401 -10.3687 0.18 -0.07 0.26
C -0.5997 0.7931 -6.6975 0.32 0.04 -0.07
C -5.2485 -0.6303 -3.8680 2.63 3.15 1.42
C 1.1842 -4.4259 3.6742 0.19 -0.05 0.25
C -0.0572 -3.5592 3.8154 0.17 -0.23 -0.64
C 0.0837 -2.3705 -10.2252 0.20 -0.18 -0.71
C 3.9514 2.6432 1.2709 0.29 0.04 0.01
C 0.9911 3.9564 -4.0042 -1.67 -2.66 1.44
C -3.5839 1.9981 -3.0666 -2.76 -3.32 -1.36
C -1.9019 0.9942 -7.4576 -0.08 -0.26 0.58
C 1.3158 0.0960 5.6646 0.24 -0.04 0.03
C 4.9294 -0.0542 7.2835 0.05 -0.22 -0.23
C -1.1850 -4.0581 2.9258 -0.31 0.02 0.10
C -1.0422 -2.8575 -11.1237 -0.31 0.01 0.10
C 2.8230 3.6347 1.5060 -0.22 -0.68 -0.33
C -3.2031 -2.9587 7.1920 0.21 -0.04 -0.25
C 0.9607 1.5531 -2.8636 -1.40 2.31 -0.99
C -3.9444 -0.7412 -3.0289 -0.68 3.22 -0.98
C 5.0640 0.3532 9.7583 0.07 -0.13 0.28
C 4.4116 -0.4633 8.6536 0.07 0.71 -0.13
C 0.1876 1.0871 5.8996 -0.17 -0.71 -0.36
C -0.5235 4.1346 -3.7052 1.44 -2.82 0.99
C -4.9036 2.0927 -3.9166 1.43 -3.11 1.15
C -1.0558 0.3926 6.4309 -0.09 0.17 0.25
C -2.7600 -0.2608 -7.4274 -0.15 -0.13 -0.20
C -0.5421 1.7482 -2.5534 0.29 2.68 -1.59
C -5.3405 -1.8793 7.9508 -0.24 0.18 -0.08
C -5.6999 0.7868 -4.2908 2.59 -0.35 1.53
C -3.1613 0.5397 -2.6615 -1.75 1.02 -1.62
C 1.5782 2.9413 2.0362 -0.10 0.13 0.20
C -3.9141 -1.6453 7.4783 -0.07 -0.49 0.50
C 1.7748 2.6481 -3.5991 -4.68 1.53 0.02
C -1.3615 3.0395 -2.9512 4.75 -0.13 -1.15
B 1.6526 0.1506 -2.4357 1.32 -1.30 1.20
H 0.5125 1.8536 6.6095 -0.10 0.13 -0.20
H -1.0092 5.0999 -4.0614 0.58 -1.55 0.64
H -5.2895 3.1144 -4.2693 0.71 -1.80 0.63
H -3.9226 -1.0276 6.5758 0.12 0.10 0.18
H 1.7801 2.4374 2.9845 -0.12 0.04 -0.07
H 2.9839 2.0163 -6.1027 1.00 -0.53 0.28
H 6.0104 -0.1993 7.2105 -0.06 0.05 -0.02
H -2.9828 3.4352 -1.6833 0.33 -0.21 -0.87
H -0.2495 -2.3747 -9.1834 0.06 0.21 -0.07
H -0.3860 -3.5553 4.8584 0.06 0.22 -0.08
H 2.8140 0.6580 8.5558 0.07 -0.17 0.01
H -5.9231 -2.4158 7.1972 0.01 0.01 0.08
H -0.8932 -4.0273 1.8708 0.10 -0.09 0.07
H 1.9897 -4.0491 4.3101 -0.12 -0.04 0.01
H -2.0665 -3.4193 3.0289 0.07 -0.07 0.07
H 4.8356 3.1536 0.8787 -0.06 -0.01 0.08
H -1.3266 -3.8843 -10.8792 0.01 0.06 -0.06
H -1.6843 1.2658 -8.4942 -0.09 0.13 0.12
H 0.0016 1.7065 -6.7175 -0.06 -0.05 -0.05
H -2.2369 -1.1072 -7.8810 -0.04 0.02 0.03
H 2.2232 3.6272 -0.3549 0.09 0.04 0.15
H 4.4439 -0.6408 6.4987 0.07 0.00 0.10
H -5.7788 -1.6072 -4.1321 0.65 1.85 0.29
H 4.6071 -1.5265 8.8181 -0.23 0.06 0.01
H -0.0124 -0.0222 -7.1294 -0.01 0.04 0.02
H 4.2258 2.1292 2.1962 -0.02 0.00 -0.05
H 2.1271 -2.8715 -9.7262 -0.11 -0.05 0.00
H 1.7011 -3.2143 -11.3958 -0.15 -0.04 0.00
H -1.4255 -0.3485 5.7139 0.18 -0.05 -0.01
H 1.8854 -1.0856 -0.9163 0.42 1.01 -0.06
H 1.5904 -0.4168 6.5903 0.02 0.02 -0.07
H -0.7461 -2.8184 -12.1770 0.10 -0.09 0.08
H 3.6626 1.8933 0.5270 -0.10 0.01 0.10
H 1.3894 -0.8297 -4.1020 0.95 -0.05 0.25
H 1.5581 -4.4078 2.6452 -0.14 -0.05 -0.01
H -1.9219 -2.2164 -11.0185 0.07 -0.07 0.06
H 0.5545 -2.2052 2.5450 -0.05 -0.02 0.17
H 1.2080 2.2008 1.3187 0.17 -0.05 -0.02
H -5.8353 -0.9280 8.1636 0.06 -0.06 -0.09
H -2.1758 -2.7756 6.8644 -0.11 0.04 -0.03
H -1.4646 -5.0837 3.1805 0.01 0.06 -0.06
H 0.7045 -1.0085 -11.4812 -0.06 -0.03 0.18
H -2.8226 1.8446 -5.9593 0.00 0.02 -0.13
H 1.1098 -4.2784 -10.1015 0.05 0.05 -0.05
H 0.7718 3.6637 2.1894 0.11 -0.04 0.09
H 0.9755 -5.4625 3.9512 0.04 0.05 -0.05
H 1.0265 -0.6540 4.9216 -0.09 0.08 0.15
H -3.7218 -3.5276 6.4156 0.04 -0.01 0.06
H -5.3539 -2.4582 8.8800 0.08 -0.08 -0.10
H -1.8631 1.1141 6.5842 0.10 -0.04 0.08
H -3.6970 -0.0985 -7.9670 0.12 0.01 -0.02
H -3.1820 -1.4629 9.2809 -0.03 0.08 -0.17
H -3.4881 -1.7374 -2.6759 -0.98 1.73 -0.73
H 4.8426 1.4188 9.6389 0.07 -0.05 -0.13
H 6.1490 0.2203 9.7593 -0.06 0.05 0.01
H -3.1425 -3.5750 8.0950 -0.14 0.03 -0.02
H 3.1480 4.4002 2.2164 -0.07 0.10 -0.21
H -3.0289 -0.5265 -6.3993 0.13 0.03 0.02
H 1.5482 4.7776 -4.5653 -0.91 -1.27 0.95
H 2.2005 0.6062 5.2715 -0.03 0.04 0.11
H -6.6382 0.8861 -4.9328 1.53 -0.06 1.08
H -0.4131 1.0787 4.0395 0.09 0.04 0.18
H 4.7034 0.9973 7.0784 0.07 -0.01 0.12
H -0.7939 0.5646 -5.6435 -0.11 -0.06 -0.02
H 4.1895 4.5565 -3.5109 0.02 -0.36 -1.10
H 4.6743 0.0568 10.7359 0.06 -0.04 -0.10
H -0.8528 -0.1107 7.3791 -0.10 0.02 -0.08

---

Entry 2:
115
Properties=species:S:1:pos:R:3:forces:R:3 method="wB97M-V/def2-TZVPD" charge=0 orbital_gap_ev=9.399 max_force_ev_per_a=1.269 e_tot_ev=-85392.394 smiles="COCCCCCCCCN(Cl)S(=O)(=O)F.CC(C)=O.CC(C)=O.CC(C)=O.CC(C)=O.CC(C)=O.CC(C)=O.CC(C)=O.CC(C)=O"
Cl 1.9884 4.3715 -2.2923 0.26 -0.03 0.26
S -0.1854 6.1632 -2.2767 -0.79 0.65 0.76
F 0.0685 5.6020 -3.6932 0.23 -0.13 -0.24
O -3.7968 2.4764 -2.0412 0.04 0.18 -0.08
O -0.9375 -3.7865 2.7298 -0.29 -0.16 0.06
O 2.4776 -1.3099 -1.1050 -0.07 0.04 -0.02
O -1.6808 -6.7871 -1.5110 -0.01 -0.09 -0.20
O 1.6425 -0.0369 2.5485 0.10 0.05 0.11
O 7.3749 -2.2763 -0.6996 0.13 -0.03 0.08
O -6.2505 6.2001 2.3994 -0.24 0.13 0.07
O -0.0447 7.5612 -2.3543 0.90 0.71 -0.18
O 3.6890 -5.0240 -1.9332 -0.06 -0.18 -0.03
O -2.2001 2.9534 1.8966 -0.14 0.06 0.33
O -1.4478 5.6824 -1.8629 -0.32 -0.88 0.17
N 1.0848 5.5063 -1.3235 -0.46 -0.31 -1.02
C -2.9249 3.7528 2.4467 0.02 0.03 -0.16
C 5.1181 -5.4823 -0.0880 -0.01 0.23 -0.14
C 1.9963 -0.8326 3.3873 -0.05 -0.09 -0.08
C -1.0507 -7.6054 -3.6513 0.01 -0.14 0.21
C -3.1300 3.7315 3.9421 0.17 -0.24 0.00
C 3.0473 -0.4763 4.4152 0.00 0.25 -0.13
C -1.4959 -6.5393 -2.6806 0.01 -0.02 0.04
C -1.8298 -4.2825 2.0780 0.17 -0.06 -0.03
C -1.5458 -5.3156 1.0195 0.20 0.23 0.36
C 0.9452 2.7261 1.1124 -0.13 0.85 -0.43
C 7.8482 -1.4600 0.0569 -0.03 -0.02 -0.02
C -5.1201 2.5621 -2.5198 0.31 -0.25 -0.29
C -7.2673 6.5127 0.2762 0.26 -0.03 0.04
C 9.2131 -1.6531 0.6721 -0.01 -0.21 -0.13
C -3.0544 1.4778 -2.7237 -0.23 -0.01 -0.02
C 1.5249 4.1084 0.7515 -0.39 -0.30 0.32
C 4.0291 -5.8111 -1.0807 -0.02 0.03 -0.01
C 3.2324 -1.3887 -2.0471 -0.01 -0.10 0.11
C -8.6158 6.4293 2.4682 0.15 -0.04 0.20
C -3.6605 4.8103 1.6667 0.41 -0.29 -0.33
C 4.5565 -2.0934 -1.9370 -0.15 0.26 0.05
C -1.6735 1.5059 -0.6259 0.62 -0.32 0.13
C -1.6977 -5.1501 -3.2356 -0.06 0.02 0.24
C -0.4364 0.8576 0.0241 0.23 0.56 -0.92
C 1.4101 -2.2187 3.4473 0.15 0.32 -0.14
C -3.2711 -3.8866 2.2880 0.11 0.16 0.19
C 2.8811 -0.7815 -3.3859 -0.24 0.08 0.12
C 7.0998 -0.2024 0.4289 -0.16 -0.12 -0.17
C -1.6566 1.3495 -2.1426 -0.59 0.24 -0.15
C 3.3817 -7.1700 -0.9614 -0.13 0.09 -0.18
C 0.5082 4.8779 -0.1101 0.42 -0.13 0.79
C 0.7926 1.7809 -0.0718 0.08 -0.72 0.53
C -7.2753 6.3643 1.7779 0.04 0.01 0.02
H -4.7309 4.6937 1.7978 -0.03 0.16 0.15
H 1.6889 1.1635 -0.1250 0.11 -0.05 -0.17
H -5.7993 1.9522 -1.9197 -0.08 0.04 0.13
H -3.4183 4.7077 0.6085 0.05 -0.02 0.02
H -3.3299 -3.1365 3.0738 0.02 0.00 -0.01
H 4.7193 -5.5189 0.9273 0.06 -0.15 0.02
H 9.8737 -0.8351 0.3805 -0.02 0.07 0.15
H -0.9435 -8.5512 -3.1251 -0.01 0.01 0.02
H -7.6821 7.4816 -0.0059 -0.14 -0.07 -0.05
H 0.9169 -2.3792 4.4070 0.09 -0.12 0.03
H 2.8501 -1.5589 -4.1511 0.15 0.04 -0.05
H -0.0426 2.9200 1.5154 -0.18 -0.02 0.22
H -2.0150 -4.4815 -2.4386 0.01 0.00 0.00
H 2.5154 4.0377 0.3110 0.03 0.01 -0.22
H 4.6756 -2.4781 -0.9301 0.00 0.00 0.01
H 5.5011 -4.4833 -0.2823 0.03 -0.01 -0.02
H 3.3811 0.5471 4.2539 -0.01 0.00 -0.01
H 4.1301 -7.9532 -1.0926 0.00 -0.02 0.16
H -0.7631 -4.7771 -3.6570 -0.05 -0.02 -0.13
H -3.6808 -3.4679 1.3676 -0.07 -0.14 -0.03
H -2.5733 1.0698 -0.1955 -0.18 -0.03 -0.11
H -0.6173 0.5355 1.0427 0.02 -0.06 0.14
H 4.5934 -2.9253 -2.6368 0.11 0.05 -0.07
H -8.4767 6.3089 3.5401 0.02 0.00 -0.01
H 0.1369 5.7055 0.4892 -0.13 0.25 -0.14
H 6.9308 -0.1728 1.5064 0.11 0.11 0.02
H -4.1843 3.5699 4.1718 -0.02 0.18 0.03
H 5.3703 -1.3978 -2.1453 0.03 -0.07 -0.13
H 9.1319 -1.6839 1.7598 0.06 0.16 0.01
H -9.2636 5.6308 2.1029 -0.08 0.11 -0.09
H -6.2447 6.4468 -0.0894 0.00 0.00 0.02
H -5.1700 2.1897 -3.5471 -0.11 0.06 -0.10
H 0.6825 -2.3349 2.6576 -0.01 0.01 -0.04
H 9.6375 -2.5916 0.3227 -0.02 0.00 -0.01
H 6.1372 -0.1881 -0.0775 -0.01 -0.01 0.02
H -0.0897 -7.3328 -4.0906 -0.08 0.05 -0.14
H -1.7919 -7.7226 -4.4434 0.10 0.08 -0.10
H -7.8587 5.7175 -0.1808 -0.12 0.10 -0.03
H -3.8579 -4.7577 2.5838 -0.06 -0.01 -0.16
H 5.9370 -6.1972 -0.1832 -0.05 -0.08 0.13
H -2.8059 4.6786 4.3762 -0.17 0.05 0.01
H 0.6990 2.2969 -1.0247 0.17 0.30 -0.05
H 1.9033 -0.3070 -3.3226 0.01 0.00 0.03
H -1.0394 2.1050 -2.6314 0.25 0.07 0.20
H -1.2640 0.3772 -2.4381 0.07 -0.13 -0.03
H 1.6363 4.6308 1.6993 0.20 0.29 0.00
H -1.8789 -4.9600 0.0486 -0.16 -0.13 -0.01
H 1.5321 2.3100 1.9243 0.07 -0.36 -0.08
H 2.6201 -7.2765 -1.7307 0.00 0.02 0.00
H -2.5442 2.9235 4.3762 0.01 0.00 -0.02
H 2.9126 -7.2758 0.0180 0.11 -0.09 0.04
H 7.6722 0.6763 0.1271 0.05 0.02 0.16
H 2.1998 -2.9610 3.3124 -0.01 -0.04 0.16
H 3.6224 -0.0294 -3.6619 0.07 -0.10 -0.11
H 2.6301 -0.5583 5.4200 0.08 -0.14 0.02
H -3.0147 1.7533 -3.7830 0.03 -0.12 -0.15
H -9.0872 7.3947 2.2783 -0.10 -0.07 -0.11
H -0.4751 -5.5019 0.9768 0.00 0.01 -0.02
H -3.3610 5.8030 2.0052 -0.22 0.03 0.11
H -1.7168 2.5676 -0.4168 -0.14 0.11 0.28
H 3.9032 -1.1470 4.3215 -0.05 -0.09 0.13
H -2.4657 -5.1654 -4.0105 0.11 0.01 -0.11
H -5.4314 3.6017 -2.5322 -0.09 0.13 0.20
H -3.5916 0.5242 -2.6492 -0.01 -0.12 0.07
H -0.1916 0.0077 -0.6127 -0.04 -0.49 0.39
H -0.3428 4.2346 -0.3094 -0.03 -0.07 -0.43
H -2.0577 -6.2482 1.2576 -0.13 0.02 -0.18